Here is 12 unconnected molecules or ions with the total composition C5H33NO11 in a non-equilibrium geometry from OMol25. Energies are from ωB97M-V/def2-TZVPD.

Each atom is followed by the atoms it is bonded to, with distances in Å.
Atoms and positions in Å:
1 C -1.7582 0.5821 1.0746  N2 1.486, C6 1.507, H7 1.094, H8 1.096
2 N -1.7393 1.7663 0.1766  C1 1.486, C3 1.452, C4 1.461
3 C -2.9984 1.9520 -0.5217  N2 1.452, H9 1.094, H10 1.087, H11 1.111
4 C -1.1980 2.8806 0.9517  N2 1.461, C5 1.524, H12 1.109, H13 1.098
5 C -0.6665 2.4009 2.2973  C4 1.524, C6 1.558, H14 1.094, H15 1.070
6 C -0.9039 0.8612 2.2847  C1 1.507, C5 1.558, H16 1.092, H17 1.091
7 H -2.8210 0.4081 1.2656  C1 1.094
8 H -1.5245 -0.3087 0.4805  C1 1.096
9 H -2.9340 1.1628 -1.2767  C3 1.094
10 H -3.8791 2.2048 0.0625  C3 1.087
11 H -2.9476 2.8604 -1.1592  C3 1.111
12 H -0.5287 3.5636 0.3911  C4 1.109
13 H -1.9900 3.6245 1.1111  C4 1.098
14 H 0.4045 2.5988 2.3966  C5 1.094
15 H -1.2461 2.9372 3.0201  C5 1.070
16 H -1.2907 0.5511 3.2572  C6 1.092
17 H 0.0381 0.3220 2.1767  C6 1.091
18 H -2.4316 -2.5325 1.2614  O20 0.974
19 H -3.3029 -2.0717 2.2901  O20 0.969
20 O -3.2448 -2.0010 1.3252  H18 0.974, H19 0.969
21 H 0.9527 -2.1527 3.1938  O23 0.962
22 H 1.3036 -2.1810 1.7370  O23 0.973
23 O 1.3628 -2.7277 2.5403  H21 0.962, H22 0.973
24 H 0.4563 -1.9549 -2.9440  O26 0.960
25 H 1.4701 -2.9937 -2.1904  O26 0.964
26 O 0.8681 -2.8216 -2.9240  H24 0.960, H25 0.964
27 H 1.4691 -0.8802 -0.5700  O29 0.963
28 H 0.1277 -0.7719 -0.0721  O29 0.968
29 O 0.9612 -1.1890 0.1883  H27 0.963, H28 0.968
30 H -0.3019 3.3299 -2.1548  O32 0.955
31 H 0.7495 2.8503 -3.0895  O32 0.966
32 O 0.5190 3.6175 -2.5500  H30 0.955, H31 0.966
33 H -1.2266 -3.3271 -1.3920  O35 0.957
34 H -0.4647 -3.9633 -0.0993  O35 0.937
35 O -1.2654 -3.7747 -0.5475  H33 0.957, H34 0.937
36 H 4.2935 -0.3614 -1.3082  O38 0.968
37 H 3.6222 -0.3726 0.0116  O38 0.970
38 O 3.5363 -0.7729 -0.8683  H36 0.968, H37 0.970
39 H 2.7466 -2.8398 -0.8542  O41 0.963
40 H 1.6963 -3.0085 0.2284  O41 0.959
41 O 2.2192 -3.5070 -0.4018  H39 0.963, H40 0.959
42 H 2.9799 1.7288 2.1681  O44 0.963
43 H 2.9973 1.8154 0.6851  O44 0.971
44 O 3.3106 1.2438 1.4045  H42 0.963, H43 0.971
45 H -0.8121 0.7346 -1.9030  O47 0.979
46 H -1.4327 -0.6789 -2.0088  O47 0.976
47 O -0.6339 -0.1675 -2.2381  H45 0.979, H46 0.976
48 H 2.3109 0.1360 -1.7586  O50 0.976
49 H 1.1381 0.4539 -2.7138  O50 0.969
50 O 2.0088 0.7733 -2.4339  H48 0.976, H49 0.969

**Kohn-Sham gap (spin up / spin down)**: 2.5318 / 8.5335 eV
**HOMO energy (spin up / spin down)**: 0.2 / -6.0 eV
**Charge**: -1
**Multiplicity**: 2

These are the natural (NBO) partial charges, in e, on atoms 1 to 2: -0.268 -0.481



Here is 11 unconnected molecules or ions with the total composition C5H34N2O11 in a non-equilibrium geometry from OMol25. Energies are from ωB97M-V/def2-TZVPD.

Each atom is followed by the atoms it is bonded to, with distances in Å.
Atoms and positions in Å:
1 C 3.1129 -0.6826 1.7459  C2 1.540, H9 1.066, H10 1.076, H11 1.172
2 C 1.9363 -1.6656 1.5961  C1 1.540, O3 1.468, C4 1.588, H12 1.109
3 O 1.5214 -1.5869 0.1899  C2 1.468, H13 0.938
4 C 0.5746 -1.3505 2.3509  C2 1.588, C5 1.639, H14 1.089, H15 1.100
5 C -0.7193 -2.2971 2.0111  C4 1.639, N6 1.437, H16 1.063, H17 1.139
6 N -1.0755 -2.1899 0.6230  C5 1.437, C7 1.517, H18 1.083
7 C -2.1333 -3.1621 0.1357  N6 1.517, N8 1.448, H19 1.174, H20 1.110
8 N -2.9317 -2.2740 -0.6827  C7 1.448, H21 1.012, H22 0.999
9 H 3.4387 -0.3788 2.7140  C1 1.066
10 H 3.9758 -1.1407 1.2947  C1 1.076
11 H 2.7733 0.3685 1.3555  C1 1.172
12 H 2.2037 -2.7006 1.8910  C2 1.109
13 H 2.2295 -1.7575 -0.4011  O3 0.938
14 H 0.6542 -1.4229 3.4349  C4 1.089
15 H 0.4566 -0.3179 1.9908  C4 1.100
16 H -1.5071 -2.0705 2.6877  C5 1.063
17 H -0.2354 -3.3084 2.2125  C5 1.139
18 H -0.1730 -2.2569 0.0284  N6 1.083
19 H -1.6011 -4.0423 -0.4306  C7 1.174
20 H -2.6513 -3.6503 0.9871  C7 1.110
21 H -2.5060 -2.0797 -1.5798  N8 1.012
22 H -3.8871 -2.5583 -0.6173  N8 0.999
23 O -2.8011 0.4734 0.1144  H24 0.921, H25 0.925
24 H -2.8180 -0.4364 -0.0272  O23 0.921
25 H -2.5469 0.5109 1.0031  O23 0.925
26 O -0.4072 2.1956 3.8949  H27 0.996, H28 0.881
27 H 0.3316 2.3784 4.5379  O26 0.996
28 H -0.6985 3.0272 3.8846  O26 0.881
29 O 0.0117 0.3162 -0.5227  H30 0.942, H31 0.999
30 H -0.7627 0.1302 -0.0192  O29 0.942
31 H 0.6565 -0.4317 -0.6714  O29 0.999
32 O 2.0944 2.4544 0.8024  H33 0.897, H34 1.015
33 H 1.7715 1.6716 1.0968  O32 0.897
34 H 2.6216 2.2544 -0.0413  O32 1.015
35 O -1.2182 -0.0917 -2.8828  H36 0.883, H37 1.045
36 H -1.0481 -0.0486 -2.0170  O35 0.883
37 H -1.8889 0.7049 -2.9716  O35 1.045
38 O 2.8282 -1.4521 -2.2761  H39 1.007, H40 0.961
39 H 1.9809 -1.3215 -2.8040  O38 1.007
40 H 3.2781 -0.7334 -2.7276  O38 0.961
41 O 0.3273 4.7315 -0.0146  H42 0.996, H43 0.968
42 H 0.9190 3.9312 0.0304  O41 0.996
43 H -0.4280 4.5310 0.5560  O41 0.968
44 O -0.1879 2.6465 -3.3129  H45 0.923, H46 0.953
45 H -0.5047 2.8970 -2.4825  O44 0.923
46 H -0.0219 3.5022 -3.6987  O44 0.953
47 O 1.1212 -0.0385 -4.1938  H48 1.016, H49 0.906
48 H 1.2713 0.9652 -4.1522  O47 1.016
49 H 0.3609 -0.2840 -3.7671  O47 0.906
50 O -2.2802 2.9701 -0.2125  H51 0.931, H52 0.957
51 H -3.1508 3.0542 -0.5307  O50 0.931
52 H -2.2673 2.0167 -0.1322  O50 0.957

**Kohn-Sham gap**: 9.3216 eV
**HOMO energy**: -8.9 eV
**SMILES**: C[C@H](O)CCNCN.O.O.O.O.O.O.O.O.O.O
**Charge**: 0

These are the natural (NBO) partial charges, in e, on atoms 1 to 2: -0.642 0.105



Here is 12 unconnected molecules or ions with the total composition C5H34N2O11 in a non-equilibrium geometry from OMol25. Energies are from ωB97M-V/def2-TZVPD.

Each atom is followed by the atoms it is bonded to, with distances in Å.
Atoms and positions in Å:
1 C -2.5840 0.6978 -0.0253  C2 1.326, H8 1.081, H9 1.053
2 C -1.2802 0.4815 0.0823  C1 1.326, C3 1.479, H10 1.065
3 C -0.5476 -0.4220 -0.8316  C2 1.479, C4 1.560, H11 1.096, H12 1.061
4 C 0.9142 0.0675 -1.0736  C3 1.560, N5 1.493, C6 1.561, H13 1.097
5 N 1.4828 -0.6897 -2.2279  C4 1.493, H14 0.942, H15 1.034
6 C 1.8058 -0.2387 0.1711  C4 1.561, N7 1.471, H16 1.137, H17 1.112
7 N 2.5393 0.9238 0.6959  C6 1.471, H18 1.008, H19 0.963
8 H -3.1586 0.2152 -0.8035  C1 1.081
9 H -3.1240 1.3330 0.6171  C1 1.053
10 H -0.7006 0.9929 0.8150  C2 1.065
11 H -0.5947 -1.4170 -0.3734  C3 1.096
12 H -1.1050 -0.5014 -1.7311  C3 1.061
13 H 0.8788 1.1453 -1.2767  C4 1.097
14 H 2.2999 -0.3402 -2.5399  N5 0.942
15 H 0.8136 -0.6760 -3.0155  N5 1.034
16 H 2.5439 -1.0642 -0.0890  C6 1.137
17 H 1.2239 -0.6877 1.0061  C6 1.112
18 H 1.9317 1.6579 1.0229  N7 1.008
19 H 3.2053 1.2227 0.0673  N7 0.963
20 O 2.0045 -3.2026 -1.0716  H21 0.919, H22 1.009
21 H 1.4574 -3.8328 -1.4568  O20 0.919
22 H 1.8496 -2.3436 -1.5773  O20 1.009
23 O -1.3949 2.3186 -2.6995  H24 0.978, H25 1.026
24 H -1.5212 3.1271 -3.2345  O23 0.978
25 H -1.1235 2.6419 -1.7646  O23 1.026
26 O -0.4598 0.2024 -4.0981  H27 0.922, H28 0.971
27 H -0.5776 0.9853 -3.6258  O26 0.922
28 H -1.3221 -0.2436 -4.0738  O26 0.971
29 O 2.1712 -0.8103 3.1343  H30 0.966, H31 0.927
30 H 2.7076 -0.2329 2.5752  O29 0.966
31 H 2.0203 -1.5430 2.5871  O29 0.927
32 O 0.5417 2.8195 1.7963  H33 0.982, H34 0.993
33 H 0.3240 2.0843 2.4097  O32 0.982
34 H 0.7421 3.5553 2.4327  O32 0.993
35 O 1.7252 -2.9429 1.5642  H36 1.018, H37 1.015
36 H 2.3158 -3.6890 1.9270  O35 1.018
37 H 1.8149 -2.9712 0.5534  O35 1.015
38 O -3.0126 0.2251 -3.1971  H39 0.933, H40 0.936
39 H -2.6009 1.0021 -2.8852  O38 0.933
40 H -3.7170 0.5269 -3.7341  O38 0.936
41 O -1.9648 -0.7317 2.8531  H42 1.012, H43 0.944
42 H -1.5377 -1.5828 2.5097  O41 1.012
43 H -2.5005 -0.4286 2.1379  O41 0.944
44 O -0.9411 -3.0386 1.9664  H45 0.928, H46 0.960
45 H -1.0358 -3.6416 2.6649  O44 0.928
46 H -0.0015 -3.0440 1.7710  O44 0.960
47 O -0.8389 3.5145 -0.3891  H48 0.971, H49 0.955
48 H -0.3119 3.1703 0.3508  O47 0.971
49 H -1.5845 3.9786 -0.0145  O47 0.955
50 O 0.1116 0.8374 3.4367  H51 0.903, H52 0.957
51 H 0.7995 0.2539 3.4038  O50 0.903
52 H -0.6836 0.3356 3.2573  O50 0.957

**Kohn-Sham gap**: 9.5602 eV
**HOMO energy**: -9.1 eV
**SMILES**: C=CC[C@H](N)CN.O.O.O.O.O.O.O.O.O.O.O
**Charge**: 0

These are the natural (NBO) partial charges, in e, on atoms 1 to 2: -0.442 -0.155



Relative energy (zero: lowest compared OMol25 entry of this formula, charge and spin) (computed, kcal/mol): 7.2, 107.5, 27.3
Electronic energy (computed, eV): -29732.001, -31237.007, -31240.486